# 1
C5H21NO6 | ωB97M-V/def2-TZVPD

Molecular weight ... 191.2 Da
Frontier orbital gap ... 0.340 Ha
SMILES ... CCNCCC=O.O.O.O.O.O
LUMO energy ... 0.44 eV

Cartesian coordinates (Å):
C  0.40  -1.18  2.49
N  0.60  -1.76  1.15
C  0.58  -0.79  0.06
C  1.77  -0.87  -0.93
C  1.60  -2.03  -1.87
O  0.71  -2.84  -1.78
C  -0.91  -0.46  2.66
H  0.41  -2.08  3.12
H  1.21  -0.55  2.88
H  1.47  -2.28  1.23
H  0.56  0.26  0.36
H  -0.32  -1.06  -0.49
H  1.80  0.10  -1.42
H  2.68  -1.09  -0.36
H  2.41  -2.34  -2.57
H  -1.72  -1.17  2.46
H  -1.06  0.00  3.64
H  -1.05  0.35  1.94
H  -2.29  -0.40  -1.29
H  -2.44  -0.15  -2.82
O  -2.32  0.29  -1.98
H  2.50  2.74  -0.72
H  2.01  2.69  -2.13
O  2.81  2.63  -1.62
H  -2.15  2.27  -1.07
H  -1.63  3.50  -1.82
O  -1.65  3.09  -0.95
H  -0.01  2.78  -0.05
H  0.80  3.46  0.91
O  0.83  2.62  0.43
H  -2.68  -1.53  0.85
H  -2.17  -2.47  -0.25
O  -2.75  -1.72  -0.08


# 2
C19H19CeN3O | ωB97M-V/def2-TZVPD

Molecular weight ... 445.5 Da
Frontier orbital gap ... 0.170 Ha
Total charge ... +4
LUMO energy ... -17.35 eV

Cartesian coordinates (Å):
Ce  0.93  0.67  -1.19
C  4.23  -2.47  -0.87
C  4.32  -2.75  0.49
C  3.43  -2.16  1.39
C  2.48  -1.29  0.93
N  2.41  -1.00  -0.41
C  3.26  -1.59  -1.28
C  1.50  -0.59  1.76
C  1.34  -0.84  3.11
C  0.39  -0.11  3.82
C  -0.35  0.88  3.19
C  -0.15  1.11  1.85
N  0.75  0.37  1.13
C  -0.80  2.21  1.11
C  -1.62  3.15  1.68
C  -2.09  4.21  0.90
C  -1.74  4.30  -0.45
C  -0.94  3.31  -0.97
N  -0.48  2.28  -0.21
H  4.90  -2.91  -1.60
H  5.08  -3.43  0.86
H  3.52  -2.37  2.45
H  3.16  -1.36  -2.34
H  1.93  -1.59  3.61
H  0.24  -0.31  4.88
H  -1.07  1.46  3.75
H  -1.88  3.11  2.73
H  -2.73  4.97  1.34
H  -2.07  5.11  -1.08
H  -0.65  3.35  -2.02
C  -2.86  -1.22  -2.98
C  -2.36  -2.25  -1.94
C  -1.36  -1.53  -1.06
O  -0.74  -0.50  -2.04
C  -1.95  0.00  -2.91
H  -3.88  -0.90  -2.77
H  -2.83  -1.65  -3.97
H  -1.88  -3.09  -2.43
H  -3.16  -2.64  -1.31
H  -0.55  -2.15  -0.69
H  -1.83  -0.94  -0.27
H  -1.53  0.32  -3.86
H  -2.37  0.83  -2.34


What HOMO level values result from the calculations? In sequence: -8.8, -22.0 eV.
What calculated total energy values result from the calculations? In sequence: -709.27525, -1448.44906 a.u..